# 1
C9H10N3O2 | ωB97M-V/def2-TZVPD

Last column: Löwdin charge in e.
Geometry (Å):
C  3.11488  -2.22536  0.02850  0.232
C  2.05870  -1.33312  -0.07002  -0.123
C  0.66704  -1.80136  -0.13288  0.117
C  -0.37426  -0.97969  -0.03771  -0.041
N  -0.11503  0.43484  -0.09811  0.053
N  1.17718  0.95995  -0.13188  -0.007
C  1.35919  2.38221  0.03776  0.001
C  2.30577  0.11460  0.02230  -0.360
O  3.35161  0.65930  0.27211  0.142
C  -1.23027  1.06797  -0.04240  0.129
N  -2.32078  0.03864  0.04664  -0.001
C  -3.76564  0.36193  0.00502  0.016
C  -1.82986  -1.18107  -0.01113  -0.453
O  -2.36901  -2.23415  0.16460  0.167
H  4.08214  -1.90481  -0.03553  0.067
H  2.96630  -3.23283  -0.18881  0.078
H  0.41070  -2.82425  -0.20574  0.142
H  1.99396  2.66313  0.94789  0.134
H  2.19609  2.73828  -0.62428  0.123
H  0.39370  2.87235  -0.10415  0.079
H  -1.52768  2.15164  0.05890  0.186
H  -4.22465  0.34678  -1.00118  0.110
H  -4.39399  -0.37118  0.60951  0.130
H  -3.92610  1.29619  0.49058  0.077

Atoms 1-2, force components in eV/Å:
C -3.80 2.29 -1.37
C 1.03 -2.15 0.39

Calculated values
Highest occupied orbital energy: -0.4871 hartree
Gap between HOMO and LUMO: 7.763 eV
Net charge: +1
Total energy: -663.35581 Eh
Energy above the lowest of the compared OMol25 structures with the same formula, charge and spin: 285.12 kJ/mol


# 2
C9H10N3O3S | ωB97M-V/def2-TZVPD

Last column: Löwdin charge in e.
Geometry (Å):
C  -0.52411  -1.00288  -2.87362  -0.040
C  -1.52935  -1.14279  -1.92823  -0.030
C  0.79997  -0.60806  -2.54086  0.041
C  -1.31285  -0.46697  -0.69896  -0.035
C  1.08220  -0.37013  -1.19621  -0.181
C  -0.02265  -0.22610  -0.34460  -0.192
C  2.25371  0.04087  -0.55286  0.005
C  1.97338  0.38935  0.69079  -0.060
C  -0.33073  2.58412  -0.15184  -0.344
N  -1.43291  2.38611  0.30400  0.184
N  -0.06862  -1.75405  2.56609  -0.010
N  0.55618  0.35252  0.91683  -0.180
O  0.76448  2.61946  -0.50286  0.238
O  -1.36919  0.59379  2.43186  -0.129
O  0.88942  0.28800  3.41925  -0.189
S  0.08168  -0.11866  2.36008  0.786
H  -0.63222  -1.40709  -3.84167  0.101
H  -2.51764  -1.56188  -2.15839  0.124
H  1.45072  -0.64023  -3.34614  0.102
H  -2.16784  -0.23665  -0.07688  0.112
H  3.26271  -0.03609  -0.98039  0.153
H  2.52611  0.63234  1.60393  0.141
H  -1.48325  1.17778  1.61468  0.048
H  -2.14446  3.05800  0.07786  0.126
H  -0.44620  -2.40313  1.81945  0.137
H  0.34148  -2.14765  3.38871  0.092

Atoms 1-2, force components in eV/Å:
C 1.33 -0.83 1.13
C -0.04 1.71 0.26

Calculated values
Highest occupied orbital energy: -0.4576 hartree
Gap between HOMO and LUMO: 9.190 eV
Net charge: +1
Total energy: -1136.81513 Eh
Energy above the lowest of the compared OMol25 structures with the same formula, charge and spin: 55.13 kJ/mol


# 3
C9H10N4O2 | ωB97M-V/def2-TZVPD

Last column: Löwdin charge in e.
Geometry (Å):
N  -3.19264  -1.19556  -0.17583  0.143
C  -2.60704  0.02220  -0.15729  -0.342
N  -1.82497  0.18235  0.97577  0.168
C  -1.18275  1.26371  1.27866  -0.528
O  -0.42701  1.48734  2.18932  0.081
N  -1.54242  2.47565  0.34373  0.239
C  -2.25570  2.17941  -0.54372  -0.078
C  -2.94088  1.12454  -1.02889  -0.024
H  -3.97376  -1.18912  -0.83592  0.109
H  -2.81014  -2.09336  -0.02391  0.095
H  -3.69464  1.03520  -1.87248  0.124
N  0.65932  1.87723  -1.94621  0.121
C  0.93618  0.85689  -1.32164  -0.141
C  1.30272  -0.21846  -0.76248  -0.176
C  1.17350  -1.68607  -0.62138  -0.049
C  1.68984  -0.88444  0.46847  -0.251
C  3.07724  -0.68014  0.98584  -0.310
O  3.18982  0.33465  1.86136  -0.028
H  1.40057  2.32297  -2.54462  0.092
H  1.88783  -2.34190  -1.30823  0.152
H  0.18372  -2.17676  -0.54711  0.104
H  1.10424  -0.71072  1.30452  0.112
H  3.83390  -0.36849  0.29559  0.123
H  3.43612  -1.67409  1.38390  0.136
H  2.57695  0.05695  2.60251  0.130

Atoms 1-2, force components in eV/Å:
N -2.60 1.10 -2.46
C 1.51 1.13 3.23

Calculated values
Highest occupied orbital energy: -0.3147 hartree
Gap between HOMO and LUMO: 7.574 eV
Total energy: -718.23923 Eh
Energy above the lowest of the compared OMol25 structures with the same formula, charge and spin: 553.64 kJ/mol


M readings, ordered: 192.20; 240.26; 206.21 g mol⁻¹